Density functional theory data (ωB97M-V/def2-TZVPD) for a structure of composition C10H20AlCl4CsF3KLiN2O7SSi2.

* net charge: +1
* spin multiplicity: 1
* E_HOMO: -7.9312 eV
* frontier orbital gap: 1.20 eV
* E_LUMO: -6.73 eV

Each line ends with the Löwdin charge.
CARTESIAN COORDINATES (ANGSTROEM)
C -1.34 2.20 1.49  0.053
C -2.34 1.63 1.18  -0.136
Si -4.00 0.83 0.79  0.242
N -4.92 0.95 2.22  -0.050
C -6.24 0.27 2.17  -0.285
C -7.34 1.00 1.39  -0.085
O -4.60 1.71 -0.55  -0.093
C -4.48 2.98 -0.18  -0.498
N -4.65 4.07 0.12  0.179
O -3.80 -0.71 0.22  -0.289
Si -2.54 -1.58 0.93  0.609
C -1.07 -1.75 -0.26  -0.227
C -0.69 -0.44 -0.96  -0.488
C 0.22 -0.78 -2.17  -0.170
O -1.80 0.28 -1.50  -0.116
H -0.63 2.89 1.88  0.027
H -4.99 1.89 2.56  0.098
H -6.12 -0.78 1.88  0.102
H -6.58 0.22 3.21  0.104
H -6.98 1.64 0.57  0.039
H -7.98 0.24 0.92  0.072
H -7.98 1.62 2.02  0.069
H -3.05 -2.93 1.23  -0.013
H -2.12 -1.00 2.21  0.015
H -0.20 -2.05 0.34  0.094
H -1.22 -2.54 -1.01  0.084
H -0.06 0.22 -0.37  0.046
H 0.82 -1.67 -1.94  0.030
H 0.84 0.10 -2.42  0.036
H -0.49 -0.97 -3.00  -0.071
H -2.28 -0.25 -2.15  0.050
Li 2.33 -2.50 -1.87  0.814
F -6.40 2.65 -1.22  -0.460
C 2.79 2.68 0.53  -0.973
Cl 2.03 1.34 -0.35  0.579
Cl 4.49 2.32 0.82  0.572
H 2.72 3.58 -0.07  0.030
H 2.28 2.81 1.47  0.038
F 5.18 -2.59 -2.10  -0.783
C 8.26 -2.17 -3.29  -1.060
Cl 8.10 -0.66 -4.19  0.467
Cl 9.08 -3.40 -4.26  0.405
H 8.84 -1.99 -2.39  -0.177
H 7.26 -2.54 -3.03  0.028
K 6.97 1.02 -5.17  0.858
Cs 10.56 -3.00 -2.10  1.340
F -3.11 -3.56 3.35  -0.604
Al -1.16 0.55 -4.26  1.152
O 6.08 -1.23 4.58  -0.190
S 5.68 -0.36 3.47  0.226
O 4.50 0.43 3.83  -0.215
O 5.36 -1.19 2.30  -0.235
O 6.79 0.55 3.16  -0.239